# 1
DFT (wB97M-V/def2-TZVPD) results for a cluster of 10 separate species, C20H40Br20 in total in a non-equilibrium geometry.

Structure (XYZ):
```
80
Properties=species:S:1:pos:R:3:forces:R:3
Br 5.522 -0.071 -2.326 -0.51 0.05 -0.46
Br -5.326 -1.541 3.183 -0.14 0.09 -0.50
Br -3.899 1.556 1.283 0.60 -0.01 0.22
Br 1.321 1.395 -0.413 -0.50 -0.21 0.27
Br 4.735 2.923 1.665 -0.12 -0.41 0.20
Br -0.751 -1.720 2.942 0.08 -0.01 0.08
Br -1.190 -6.208 -1.483 -0.13 0.01 -0.58
Br 2.923 5.331 -2.556 0.08 -0.28 -0.08
Br 0.410 5.307 1.294 0.02 0.07 -0.77
Br -2.328 -1.506 -0.448 0.12 0.12 -0.17
Br 1.318 1.532 3.129 -0.17 0.63 0.95
Br 1.944 5.279 5.767 -0.05 0.17 -0.08
Br 0.645 -3.417 -2.480 -0.26 0.00 -0.61
Br -7.794 -1.936 -0.725 0.16 -0.22 0.13
Br 1.784 -4.863 0.743 0.27 -0.23 0.30
Br -2.193 0.872 -4.928 0.10 -0.24 -0.01
Br -0.755 -3.313 -6.334 -0.29 0.52 0.52
Br -4.472 3.158 4.309 0.14 -0.28 0.00
Br 1.455 1.561 -3.892 0.40 0.04 -0.63
Br 4.110 -1.581 2.666 -0.02 0.34 -0.06
C 0.821 -2.694 2.308 -0.15 -0.75 0.64
C 0.901 5.037 -0.588 -0.07 -0.02 -0.36
C 4.016 0.130 1.718 0.29 0.37 -0.17
C -0.410 0.590 0.054 -0.24 -0.46 0.34
C 1.894 4.148 4.190 0.82 -0.94 0.38
C 1.664 2.734 4.691 -0.93 0.07 -0.18
C -0.867 -5.748 -3.364 0.18 0.27 0.03
C -5.953 -1.301 1.341 -0.63 0.06 -0.46
C -1.722 -0.680 -6.043 -0.58 0.41 -0.12
C 0.324 -3.926 1.578 -0.67 0.75 -0.67
C 4.573 1.221 2.625 0.28 -0.91 -0.41
C 3.336 1.505 -3.347 -0.05 -0.82 0.97
C 3.696 0.041 -3.097 0.04 0.67 0.26
C -1.378 -1.839 -5.159 0.26 0.31 0.08
C -7.155 -2.207 1.089 0.59 0.33 0.72
C 2.400 4.872 -0.762 -0.09 -0.24 1.20
C -0.615 -0.654 -0.786 0.41 0.17 -0.57
C -2.531 1.769 2.689 -0.51 0.53 0.08
C -3.167 1.710 4.063 0.05 0.43 -0.12
C 0.481 -5.082 -3.525 0.91 -0.04 0.47
H -0.542 -0.408 -1.845 -0.38 0.03 0.00
H 2.886 4.183 3.747 -0.16 0.37 -0.25
H 2.650 3.851 -0.470 0.20 -0.07 -0.63
H 0.142 -1.421 -0.633 0.02 0.11 0.44
H 4.668 0.016 0.858 0.01 -0.06 -0.08
H 3.005 0.308 1.364 0.06 -0.15 0.27
H 1.471 -2.031 1.750 -0.23 0.01 -0.24
H -6.870 -3.234 1.302 -0.29 -0.15 -0.46
H 0.394 4.130 -0.908 -0.02 -0.03 0.11
H -7.968 -1.911 1.745 -0.07 -0.11 -0.03
H -0.913 -0.344 -6.682 0.06 -0.12 0.02
H -5.136 -1.500 0.654 0.14 -0.17 0.21
H 0.509 5.848 -1.195 -0.01 0.26 0.39
H -2.621 -0.883 -6.618 0.14 0.05 -0.16
H 3.324 2.021 -2.391 0.25 0.26 -0.12
H -2.245 -2.151 -4.582 0.04 -0.34 -0.15
H 0.772 -4.880 -4.554 -0.52 0.29 0.01
H -1.204 1.322 -0.065 0.17 0.12 -0.37
H 2.999 5.466 -0.075 -0.24 0.45 -0.20
H -0.266 -4.571 2.222 0.39 -0.20 0.15
H -6.272 -0.275 1.174 0.24 0.11 0.43
H -0.598 -1.542 -4.459 0.22 -0.47 -0.20
H -2.101 2.754 2.522 -0.02 0.00 -0.08
H 0.779 2.729 5.327 -0.11 -0.32 -0.26
H 1.337 -5.610 -3.109 -0.42 -0.58 0.12
H -0.957 -6.656 -3.958 0.35 -0.17 0.20
H 5.573 0.868 2.869 0.12 0.55 0.24
H 1.341 -3.008 3.210 0.10 0.21 -0.03
H -0.344 -3.648 0.761 0.11 0.04 -0.06
H 3.078 -0.365 -2.305 -0.17 -0.18 -0.17
H -1.739 1.033 2.564 -0.30 -0.23 0.00
H -1.661 -5.103 -3.730 -0.07 0.19 0.37
H -0.386 0.337 1.113 0.30 0.02 -0.10
H 1.129 4.479 3.499 0.08 0.01 0.30
H 3.614 -0.524 -4.020 0.32 -0.28 0.14
H 2.471 2.309 5.278 0.27 0.05 -0.25
H -2.425 1.928 4.828 0.11 -0.25 -0.04
H -3.675 0.772 4.260 -0.05 0.00 -0.01
H 3.980 1.362 3.521 0.05 0.15 -0.07
H 4.034 1.965 -4.037 -0.40 0.23 -0.27
```
Positions in Å, forces in eV/Å.

Summary:
Relative energy (zero: lowest compared OMol25 entry of this formula, charge and spin) in kcal/mol: 16.37
SMILES: BrCCBr.BrCCBr.BrCCBr.BrCCBr.BrCCBr.BrCCBr.BrCCBr.BrCCBr.BrCCBr.BrCCBr

---

# 2
DFT (wB97M-V/def2-TZVPD) results for a structure of composition C20H40CoNO6PS2Si4 in a non-equilibrium geometry.

Structure (XYZ):
```
75
Properties=species:S:1:pos:R:3:forces:R:3
Co 0.284 0.030 0.122 1.16 -1.18 2.33
S 2.104 1.561 -0.388 -0.72 -0.35 0.35
S -1.097 2.615 0.677 0.80 -0.68 -0.26
P 0.719 2.947 0.000 0.27 1.93 -0.30
Si -1.691 -2.932 -1.449 -0.34 -1.25 0.24
Si -1.092 -0.581 -1.648 -1.45 -0.92 -2.12
Si -0.035 -0.323 -3.814 0.73 0.30 -0.93
Si -3.266 0.494 -1.895 -1.05 0.63 0.16
O 1.321 4.096 1.013 -0.66 -0.69 -0.23
O 2.844 -6.094 2.423 -0.08 -0.58 0.75
O -0.410 -2.193 3.379 -0.17 0.49 -0.22
O -0.376 -0.577 1.829 -0.70 2.03 -1.15
O 3.851 -6.039 0.412 0.69 -0.66 -0.54
O 0.713 3.764 -1.431 0.18 -0.73 0.45
N 1.396 -1.737 0.332 -0.99 1.29 -0.10
C 1.693 -1.146 -3.973 -0.58 0.19 0.40
C 3.137 -5.596 1.327 -0.52 1.08 -0.21
C 1.583 -3.629 1.844 0.35 -0.10 -0.40
C 1.027 -2.405 1.497 -0.98 0.49 0.74
C -0.300 -4.239 -1.585 -0.21 0.87 0.05
C 0.234 1.534 -4.243 -0.19 -0.56 0.43
C -0.090 4.908 -1.623 -0.33 0.47 0.00
C -0.532 4.962 -3.078 0.22 -0.09 0.40
C 2.525 -4.220 1.026 -0.04 -0.42 0.34
C -3.251 2.383 -2.268 0.43 -0.59 0.18
C 3.321 4.476 2.263 -0.25 -0.04 -0.27
C 2.643 4.586 0.905 0.45 0.05 -0.03
C -1.013 -1.034 -5.320 -0.03 0.10 0.82
C -2.957 -3.498 -2.797 0.36 0.67 0.25
C 2.922 -3.510 -0.153 -0.20 0.54 0.05
C 2.346 -2.307 -0.426 0.82 -0.30 -0.68
C -4.507 -0.124 -3.252 0.81 -0.23 0.34
C -4.204 0.266 -0.238 0.50 0.03 -0.41
C -2.616 -3.248 0.195 0.34 0.44 -0.38
C 0.021 -1.714 2.323 1.21 -2.13 0.20
H -5.447 0.423 -3.255 0.00 0.30 0.25
H -1.218 4.147 -3.283 -0.05 -0.04 -0.08
H -0.691 -5.255 -1.615 -0.33 -0.01 0.03
H 1.648 -2.188 -3.673 0.03 -0.21 0.13
H -2.017 -0.625 -5.362 -0.27 0.08 -0.01
H -4.075 -0.036 -4.245 0.10 0.01 -0.22
H 0.301 -4.099 -2.478 0.16 0.06 -0.17
H -0.959 4.868 -0.954 0.06 0.05 -0.08
H -4.746 -1.170 -3.099 -0.08 -0.24 -0.02
H -5.043 0.945 -0.107 -0.12 0.19 -0.21
H -1.023 5.911 -3.281 -0.10 0.11 -0.05
H 2.400 -0.648 -3.314 0.12 0.05 0.14
H 0.366 -4.169 -0.732 0.20 0.00 0.17
H -3.513 0.443 0.579 0.16 -0.01 0.28
H -3.004 2.573 -3.308 0.08 -0.02 -0.26
H 0.912 1.702 -5.078 0.10 -0.24 -0.17
H 4.337 4.865 2.223 0.06 0.07 0.00
H -2.571 -3.338 -3.797 0.09 0.04 -0.30
H -2.507 2.865 -1.646 0.20 0.18 0.10
H 0.503 5.797 -1.362 -0.09 -0.09 -0.01
H 2.105 -1.113 -4.981 -0.19 0.16 -0.19
H -4.580 -0.747 -0.133 0.00 -0.24 -0.01
H -3.204 -4.552 -2.702 0.15 -0.24 0.22
H 2.743 5.030 3.003 0.06 0.01 0.05
H -0.533 -0.828 -6.274 0.29 0.17 0.00
H 0.337 4.860 -3.726 0.03 0.02 -0.09
H -0.709 2.015 -4.483 -0.26 0.10 -0.03
H -2.660 -4.302 0.458 0.12 -0.22 -0.16
H 3.354 3.431 2.562 0.02 -0.06 0.05
H 3.192 4.010 0.152 0.04 0.13 0.05
H 1.262 -4.099 2.762 0.04 -0.10 0.01
H 2.586 5.633 0.578 0.05 -0.14 -0.02
H -3.637 -2.879 0.150 -0.19 0.12 -0.06
H -3.885 -2.944 -2.717 -0.21 0.11 0.02
H -2.121 -2.738 1.013 0.13 0.11 0.26
H 0.651 2.048 -3.383 0.09 0.16 0.22
H 3.679 -3.921 -0.800 0.05 -0.10 -0.03
H 2.649 -1.744 -1.301 0.00 0.06 -0.12
H -4.205 2.864 -2.063 -0.28 -0.17 0.07
H -1.104 -2.110 -5.226 -0.05 -0.29 0.02
```
Positions in Å, forces in eV/Å.

Summary:
<S²>: 8.783
DFT total energy in eV: -135267.0067
Spin multiplicity: 6
Total charge: -2

---

# 3
DFT (wB97M-V/def2-TZVPD) results for a structure of composition C20H40Li6O13P2 in a non-equilibrium geometry.

Structure (XYZ):
```
81
Properties=species:S:1:pos:R:3:forces:R:3
P 2.439 -3.604 -0.140 -0.37 -3.56 -2.75
P 0.655 -0.244 0.886 -0.19 -2.31 -0.15
O 1.752 0.338 -0.009 0.63 1.60 -0.67
O 1.434 -0.587 2.200 -0.43 1.03 1.49
O 1.507 -0.305 -3.083 -0.38 0.71 0.54
O 3.007 -2.246 0.432 0.15 0.79 1.21
O -0.374 0.860 1.226 0.49 0.72 0.32
O 1.643 -3.665 3.404 0.13 0.48 0.41
O 0.053 2.456 -1.672 0.27 0.13 0.27
O 1.678 -3.144 -1.438 -0.41 0.75 0.02
O -3.553 5.116 3.314 0.10 0.18 -0.18
O -1.047 -2.604 -1.985 -0.32 -0.60 0.08
O 0.170 -1.540 0.276 -1.01 1.25 0.68
O 1.314 -4.174 0.791 -0.85 1.74 0.49
O 3.348 -4.754 -0.477 0.98 1.21 0.61
C -2.729 4.950 4.445 -0.21 -0.02 0.86
C 0.475 -3.414 4.185 0.34 -0.37 0.27
C -1.266 -3.586 -3.006 0.12 0.29 -0.48
C 2.067 0.371 -5.295 0.11 0.24 0.55
C -3.051 4.278 2.279 -0.22 -0.13 -0.19
C -2.140 -1.721 -2.025 -0.55 0.47 0.22
C 2.879 0.046 -3.035 0.73 -0.01 -0.01
C 2.814 -3.372 4.170 -0.28 0.52 0.07
C -3.374 -2.551 -2.405 -0.33 -0.08 -0.34
C -1.574 4.015 2.572 0.44 -0.24 0.97
C -1.275 1.934 -1.857 -0.29 0.19 -0.05
C 2.349 -3.166 5.609 0.59 -0.28 0.16
C -1.263 4.359 -1.685 -0.09 -0.24 0.16
C 3.174 0.837 -4.302 -0.39 -0.17 -0.70
C 0.040 3.770 -2.222 -0.29 0.44 0.05
C -2.772 -3.854 -2.996 -0.16 -0.06 0.84
C 1.177 -0.539 -4.433 0.31 -0.84 -0.64
C -1.324 4.766 3.904 -0.19 0.35 -0.45
C 0.924 -2.653 5.439 -0.01 -0.19 -0.19
C -2.221 3.159 -1.800 0.02 -0.14 -0.10
Li 3.143 -0.551 1.216 -0.14 -0.99 -0.66
Li 0.454 0.873 2.930 -0.16 -0.46 0.10
Li 0.863 1.960 0.117 -0.36 0.08 -0.86
Li 1.456 -2.439 1.720 0.18 -1.37 -0.02
Li 1.631 -1.318 -1.113 0.12 -0.92 -0.56
Li -0.141 -3.379 -0.369 1.44 0.10 -0.15
H 2.391 -4.097 6.180 -0.25 -0.07 -0.15
H -2.835 5.821 5.095 0.03 0.16 -0.27
H 3.026 -2.487 6.131 -0.17 0.16 0.01
H -1.951 -0.912 -2.743 0.02 -0.17 -0.17
H 3.081 1.909 -4.129 0.05 0.01 0.05
H -1.111 4.631 -0.637 -0.05 0.02 -0.02
H 3.495 -0.861 -2.968 -0.10 -0.03 -0.07
H -0.641 -4.448 -2.790 0.05 0.02 0.09
H 0.299 -2.921 6.289 -0.08 0.26 0.04
H 0.922 4.319 -1.894 0.10 -0.15 0.03
H 0.074 -4.381 4.505 -0.23 0.04 -0.20
H -3.061 4.113 5.083 0.07 -0.21 -0.39
H -0.657 4.258 4.599 0.03 -0.04 -0.04
H -1.626 5.241 -2.207 0.11 0.00 -0.11
H -2.975 -4.659 -2.284 0.05 -0.05 -0.10
H -0.925 5.757 3.682 0.16 -0.06 0.10
H -3.216 -4.168 -3.936 0.21 0.19 -0.20
H -3.630 3.349 2.271 0.10 -0.07 -0.06
H -0.924 -3.163 -3.958 -0.10 -0.04 -0.04
H -2.806 3.230 -2.717 0.05 -0.03 -0.03
H -0.884 4.366 1.807 -0.12 -0.04 -0.19
H -4.014 -2.771 -1.551 0.25 -0.05 0.16
H -1.344 1.449 -2.832 0.19 -0.07 0.01
H -2.250 -1.247 -1.048 0.18 -0.09 0.04
H 0.922 -1.571 5.286 -0.07 0.00 0.01
H -1.403 2.949 2.736 -0.04 -0.04 -0.29
H 3.543 -4.163 4.023 0.02 -0.03 -0.02
H -3.193 4.768 1.316 -0.13 0.14 0.09
H -0.243 -2.904 3.541 -0.17 0.05 0.18
H 1.542 1.246 -5.676 -0.14 -0.13 -0.10
H 3.061 0.643 -2.143 -0.17 -0.09 0.10
H 1.415 -1.588 -4.656 -0.09 0.04 -0.03
H 3.221 -2.415 3.813 0.20 -0.19 -0.14
H 0.112 -0.403 -4.621 -0.06 0.15 0.34
H 4.153 0.639 -4.733 0.13 0.02 0.27
H 0.046 3.731 -3.316 -0.01 -0.12 0.01
H -4.040 -2.025 -3.094 0.28 0.02 -0.18
H -1.450 1.203 -1.073 0.01 -0.03 0.01
H 2.471 -0.195 -6.131 0.04 0.09 -0.07
H -2.940 3.077 -0.986 0.13 0.12 0.12
```
Positions in Å, forces in eV/Å.

Summary:
DFT total energy in eV: -67830.5803